[1]
DFT (the ωB97M-V functional and the def2-TZVPD basis) results for C47H95BrCl2N4O21P as an isolated structure at a distorted geometry.

```
171
Properties=species:S:1:pos:R:3:forces:R:3
C 3.2794 4.6374 0.2019 0.018 0.577 -0.902
C 1.9663 4.1686 -0.6591 0.696 1.333 0.159
C 0.7825 3.6623 0.3104 0.056 1.631 -1.177
C 0.5320 2.0792 0.4105 -0.477 -0.962 3.031
C 0.7975 1.6649 1.9448 0.039 0.141 0.943
C 2.2183 2.0909 2.5778 -0.675 0.576 1.402
C 2.7258 0.9496 3.6386 -0.364 0.899 -1.276
Cl 3.4014 1.8671 5.1159 -0.294 -0.999 -1.170
C -1.0264 1.6595 0.0991 0.671 -0.925 -1.560
C -1.7519 0.5262 0.9496 -1.410 -1.234 0.375
C -3.2490 0.1850 0.3696 0.043 -1.568 0.128
C -3.3246 -1.4352 0.1386 1.097 1.103 -1.179
C -4.5911 -1.8983 -0.7344 1.135 -0.062 -0.036
N -4.3705 -3.3664 -1.0393 -1.016 -0.092 1.675
C -3.8913 -4.0053 -2.2474 -0.802 -4.121 3.832
C -3.8599 -5.5268 -1.8608 -0.680 3.204 1.813
C -4.3396 -5.6525 -0.3622 0.102 4.087 -1.571
C -4.6714 -4.1972 0.1239 2.079 -4.474 -4.377
O -2.0554 2.6858 -0.0213 -0.244 2.628 2.864
C -2.3830 3.3493 1.1692 0.646 -0.216 3.293
N -2.5416 3.7578 2.3053 0.694 -1.929 -6.317
C -0.7473 1.4088 -1.5053 2.022 -0.212 0.423
P -2.0255 1.5064 -2.9462 -2.964 -3.465 -0.952
O -2.3657 0.1068 -3.5218 1.528 3.146 1.458
N 0.5552 1.1459 -1.7824 -4.595 1.660 0.538
Br 0.8657 0.9388 -3.5987 1.144 -0.258 0.148
C 1.3634 1.0533 -0.5321 1.199 -0.843 0.565
Cl 1.1205 -0.7914 -0.1999 -0.643 0.869 0.337
C 2.9580 1.0140 -0.5134 1.227 -0.388 0.117
C 3.6606 0.1685 -1.6985 0.911 -0.354 -0.162
C 4.8533 -0.7834 -1.1157 -0.684 0.724 -0.132
N 4.3398 -1.9906 -0.3998 0.550 -0.473 -0.669
C 5.1932 -3.2092 -0.6961 0.149 -0.437 1.147
C 6.7243 -3.0462 -0.2217 1.282 0.094 0.315
C 7.0278 -3.2325 1.3097 4.243 0.812 -2.055
C 8.5421 -3.1003 1.8225 -1.598 0.627 -4.566
C 9.6228 -2.7734 0.7363 -3.054 -0.118 -0.861
C 9.2942 -2.5877 -0.7800 -2.968 -0.702 1.429
C 7.8075 -2.7340 -1.3111 1.303 -0.587 4.325
O 7.5205 -2.5696 -2.7105 0.124 -0.620 2.384
H 3.5996 5.6903 -0.1689 -0.502 -1.819 0.576
H 4.1885 3.9646 0.0328 -1.272 0.834 0.485
H 3.0621 4.7541 1.3161 0.330 -0.422 -1.636
H 2.2394 3.4477 -1.5118 -0.427 0.902 1.369
H 1.6378 5.1450 -1.1964 0.153 -1.839 0.914
H 0.9865 4.1668 1.3370 -0.378 -1.466 -1.554
H -0.1386 4.2634 -0.0719 1.199 -1.602 0.601
H 0.6686 0.5475 2.1773 0.002 1.578 -0.879
H -0.0178 2.2064 2.5712 1.309 -0.888 -1.102
H 2.0141 3.0228 3.2406 0.416 -1.469 -1.267
H 3.0228 2.4131 1.8361 -1.081 -0.744 0.991
H 1.8557 0.2984 4.0039 1.456 1.030 -0.478
H 3.5334 0.3380 3.1130 -0.986 0.678 1.260
H -1.2384 -0.4892 1.0113 -0.191 1.716 -0.342
H -1.9354 0.8189 2.0585 0.799 0.154 -1.976
H -4.0737 0.4728 1.1273 1.403 -0.068 -1.401
H -3.4430 0.6344 -0.6625 0.155 -0.358 1.607
H -2.3854 -1.6684 -0.5077 -1.515 0.165 1.010
H -3.1743 -2.0117 1.1162 -0.596 0.793 -1.368
H -4.6583 -1.3402 -1.7362 0.157 -0.608 1.632
H -5.5296 -1.7294 -0.1020 1.107 -0.498 -1.208
H -3.5975 -3.4855 -3.2161 -0.645 -0.606 1.823
H -3.5046 -6.3960 -2.5453 -0.861 1.854 1.568
H -4.4293 -6.5946 0.2966 0.191 1.769 -1.464
H -5.0259 -3.8492 1.1501 0.578 -0.236 -2.010
H -3.2430 1.9845 -2.3144 1.310 0.247 -0.164
H -1.6756 2.4837 -3.9312 0.336 -0.139 0.880
H 3.2442 0.4430 0.4581 -0.827 1.094 -1.540
H 3.5119 2.0039 -0.4514 -1.253 -1.008 -0.135
H 2.9676 -0.5280 -2.2788 0.707 1.106 0.807
H 4.1418 0.9196 -2.4309 -0.831 -1.254 1.035
H 5.4152 -0.1434 -0.3511 -0.330 -0.932 -1.236
H 5.5356 -1.1314 -1.9686 -0.829 0.939 1.063
H 3.3972 -2.2716 -0.7073 0.582 0.546 0.070
H 4.7291 -4.0627 -0.0729 0.787 1.240 -1.063
H 5.0527 -3.4809 -1.8037 0.667 0.221 1.341
H 6.2509 -3.4798 2.1113 0.943 0.415 -1.711
H 8.8073 -3.2214 2.9329 -0.441 0.179 -2.067
H 10.7082 -2.6371 1.0697 -1.798 -0.285 -0.634
H 10.0812 -2.3431 -1.5871 -1.242 -0.477 1.739
H 6.7539 -3.1271 -2.9747 0.715 0.450 0.603
C -5.5759 5.0561 -1.7596 0.200 0.177 -0.534
C -4.3059 5.5981 -1.1220 -0.433 0.357 0.181
O -4.0505 6.9137 -1.6144 -0.100 0.036 0.255
O -5.4404 5.0484 -3.1762 0.226 -0.114 0.238
H -5.7824 4.0369 -1.4238 -0.029 0.036 -0.033
H -6.4319 5.6942 -1.5139 0.011 -0.051 0.374
H -3.4460 4.9799 -1.3961 -0.011 0.059 -0.083
H -4.3878 5.6336 -0.0313 -0.015 -0.204 0.051
H -4.7299 7.4976 -1.2456 0.249 -0.084 0.013
H -4.9518 5.8583 -3.4044 -0.007 -0.273 -0.092
C -2.6177 8.2830 2.1989 -0.296 0.125 0.306
C -1.9021 8.1239 3.5327 -0.278 -0.513 -0.115
O -2.5676 7.1331 4.3112 -2.507 1.987 -2.204
O -3.9773 8.6389 2.4183 0.039 0.036 0.071
H -2.1482 9.0584 1.5891 -0.105 -0.015 0.002
H -2.6111 7.3375 1.6436 0.348 -0.101 -0.055
H -1.9382 9.0565 4.1006 -0.037 -0.089 -0.062
H -0.8565 7.8296 3.3940 0.099 0.116 -0.062
H -2.4083 6.2799 3.8891 -0.026 0.224 0.281
H -4.2621 8.1322 3.1973 0.134 0.114 -0.196
C 8.3766 -7.5492 -0.1487 -0.107 0.363 0.215
C 6.8999 -7.6980 -0.4605 0.278 -0.288 -0.231
O 6.4436 -6.5017 -1.0786 -0.276 0.302 -0.351
O 8.5660 -6.4145 0.6769 -0.158 0.001 0.194
H 8.7627 -8.4335 0.3629 0.011 0.100 0.021
H 8.9558 -7.3865 -1.0650 -0.080 -0.321 -0.226
H 6.3198 -7.8248 0.4565 0.090 0.074 -0.067
H 6.7122 -8.5500 -1.1206 0.034 -0.115 0.098
H 6.8441 -6.4621 -1.9589 -0.089 0.028 0.239
H 7.9476 -5.7366 0.3548 0.277 -0.052 0.116
C -0.3667 5.0561 5.7830 -0.116 0.488 0.574
C 0.2263 5.1876 7.1807 -0.137 -0.490 -0.035
O -0.8316 5.3030 8.1331 -0.023 -0.051 -0.110
O -1.1859 6.1840 5.4946 2.609 -1.921 1.778
H 0.4190 4.9954 5.0251 -0.010 0.040 -0.002
H -0.9998 4.1633 5.7147 0.213 -0.285 0.076
H 0.8288 6.0954 7.2577 -0.128 -0.057 -0.002
H 0.8477 4.3238 7.4362 0.151 0.031 -0.118
H -1.2761 4.4441 8.1772 0.080 0.256 0.078
H -1.6485 6.4017 6.3208 -0.003 -0.019 -0.319
C 2.1769 -5.8793 0.7340 -0.214 0.333 0.144
C 0.6919 -6.0085 0.4294 0.244 -0.076 -0.279
O 0.2276 -4.8014 -0.1802 0.132 0.243 -0.056
O 2.4017 -4.7598 1.5855 -0.136 0.067 0.045
H 2.5573 -6.7755 1.2285 0.005 0.111 0.004
H 2.7456 -5.7102 -0.1879 -0.043 -0.300 -0.188
H 0.1216 -6.1429 1.3512 0.047 0.087 -0.108
H 0.4919 -6.8498 -0.2401 0.054 -0.108 0.135
H 0.6176 -4.7573 -1.0651 -0.219 -0.050 0.185
H 1.7879 -4.0698 1.2854 0.177 -0.229 0.081
C -5.0690 -9.3407 -3.0731 0.151 0.361 -0.218
C -6.1443 -8.6131 -3.8648 -0.020 -0.524 -0.024
O -5.6815 -8.3975 -5.2011 0.115 -0.003 -0.112
O -3.8652 -8.5793 -3.0793 0.038 0.156 -0.086
H -5.3788 -9.4955 -2.0374 0.078 0.044 -0.052
H -4.8454 -10.3117 -3.5288 -0.282 -0.148 0.035
H -6.3419 -7.6304 -3.4296 0.116 -0.050 -0.083
H -7.0759 -9.1839 -3.8953 0.060 0.060 0.214
H -5.6506 -9.2604 -5.6386 -0.029 0.261 0.066
H -3.7991 -8.1928 -3.9684 -0.058 -0.235 0.192
C -0.7427 6.8909 -4.2876 -0.201 -0.115 0.358
C -1.9796 6.2313 -4.8765 -0.060 0.489 -0.174
O -3.1326 6.6690 -4.1584 0.151 -0.014 -0.300
O -0.6371 6.5693 -2.9031 -0.158 -0.422 0.014
H 0.1635 6.5532 -4.7954 -0.030 0.025 0.083
H -0.8120 7.9811 -4.3671 -0.011 0.007 -0.315
H -1.9244 5.1454 -4.7651 -0.056 0.081 0.034
H -2.0998 6.4758 -5.9357 0.204 -0.124 -0.053
H -3.2735 7.6020 -4.3764 -0.021 -0.213 0.172
H -1.5465 6.5784 -2.5570 0.201 0.226 -0.046
C 5.6012 6.3006 4.5529 0.315 -0.200 -0.323
C 4.5289 6.0572 3.5021 -0.013 -0.102 0.355
O 4.6508 4.7227 3.0013 -0.049 -0.111 0.040
O 6.8896 6.0854 3.9888 -0.221 0.053 -0.231
H 5.5539 7.3227 4.9345 0.053 -0.070 -0.042
H 5.4874 5.6007 5.3885 -0.323 0.079 0.116
H 4.6636 6.7324 2.6538 0.032 -0.109 0.056
H 3.5247 6.1966 3.9141 0.014 0.188 0.063
H 4.3837 4.1222 3.7116 0.119 -0.013 -0.059
H 6.7964 5.3250 3.3921 0.101 0.189 0.230
C -10.9816 -7.5290 -2.9802 0.147 -0.399 0.283
C -9.5823 -7.6959 -3.5525 -0.318 0.027 -0.256
O -9.3577 -9.0756 -3.8535 -0.131 -0.093 -0.092
O -11.1279 -8.3340 -1.8158 0.269 0.048 -0.029
H -11.1758 -6.4884 -2.7116 0.000 -0.090 0.031
H -11.7355 -7.8587 -3.7040 0.055 0.222 -0.264
H -8.8298 -7.3995 -2.8182 -0.086 -0.097 -0.046
H -9.4469 -7.1031 -4.4619 -0.017 0.166 0.094
H -9.9193 -9.3006 -4.6093 0.162 -0.010 0.205
H -10.6493 -9.1588 -1.9997 -0.204 0.212 0.063
```
Forces are in eV/Å.

Calculated total energy, eV: -203585.414
Total charge: +1
HOMO-LUMO gap, eV: 3.9
F_max, Eh/bohr: 0.12915



[2]
DFT (the ωB97M-V functional and the def2-TZVPD basis) results for a 3-piece molecular cluster, C3H9NO3 overall at a distorted geometry.

```
16
Properties=species:S:1:pos:R:3:forces:R:3
O 0.7185 -1.3214 0.8039 0.681 0.036 0.965
C 1.4942 -0.4042 0.4012 -1.332 -1.807 -2.219
N 1.9207 0.6067 1.1366 -0.047 0.287 0.669
C -1.6089 -0.1219 1.1267 2.236 2.037 -1.125
O -1.0463 1.1101 0.6750 -0.399 0.033 1.590
C 1.7244 -0.3784 -1.1006 0.367 1.875 0.176
H 1.6881 0.4033 2.1166 -0.174 0.079 -0.082
H -2.6696 0.0145 1.3727 0.135 -0.323 0.109
H -1.5481 -0.6870 0.1533 -0.342 -0.687 0.131
H -0.8813 -0.4109 1.8749 -0.947 -0.655 0.532
H 2.3849 -1.0871 -1.5952 -0.029 -0.420 0.651
H 2.1640 0.6210 -1.2765 -0.344 -0.407 -0.409
H 0.7243 -0.4468 -1.5416 0.160 0.110 -0.117
H -1.3607 1.1773 -0.2622 -0.252 -0.039 -1.062
H -2.0643 0.5642 -2.3626 -0.069 0.060 0.019
O -1.6401 0.3606 -1.5222 0.356 -0.178 0.172
```
Forces are in eV/Å.

Calculated total energy, eV: -10881.473
HOMO-LUMO gap, eV: 4.3
F_max, Eh/bohr: 0.06275
Relative energy (zero: lowest compared OMol25 entry of this formula, charge and spin), kJ/mol: 878.8